Record 1
C6H15NO | ωB97M-V/def2-TZVPD

Calculated values
LUMO energy in eV: 0.75
E in eV: -10000.33512
Highest occupied orbital energy in Ha: -0.318
SMILES: CCN1CCCC1.O
Frontier orbital gap in eV: 9.399
Energy above the lowest of the compared OMol25 structures with the same formula, charge and spin in kJ/mol: 330.2
M in u: 117.19

XYZ file:
```
23
Properties=species:S:1:pos:R:3:nbo_charge:R:1
C -1.584 1.813 -0.836 -0.64
C -0.176 1.115 -0.716 -0.22
N -0.005 0.764 0.680 -0.45
C -0.599 -0.517 0.955 -0.23
C 0.555 -1.600 1.035 -0.41
C 1.816 -0.854 0.935 -0.46
C 1.463 0.644 1.021 -0.21
H -1.275 2.895 -0.520 0.22
H -2.340 1.460 -0.087 0.22
H -2.109 1.845 -1.826 0.21
H -0.013 0.411 -1.489 0.16
H 0.649 1.900 -0.879 0.19
H -1.468 -0.814 0.503 0.20
H -0.855 -0.405 2.115 0.18
H 0.452 -2.277 2.043 0.19
H 0.400 -2.400 0.393 0.22
H 2.439 -1.085 0.016 0.22
H 2.288 -0.968 1.893 0.22
H 1.576 0.964 2.114 0.19
H 2.177 1.245 0.313 0.21
O -0.756 -1.495 -2.756 -0.91
H -1.546 -1.955 -2.602 0.46
H -1.092 -0.686 -2.308 0.46
```

---

Record 2
C6H15NO | ωB97M-V/def2-TZVPD

Calculated values
LUMO energy in eV: 0.92
E in eV: -10001.73027
Highest occupied orbital energy in Ha: -0.329
SMILES: C=CC[C@H](C)NC.O
Frontier orbital gap in eV: 9.866
Energy above the lowest of the compared OMol25 structures with the same formula, charge and spin in kJ/mol: 195.6
M in u: 117.19

XYZ file:
```
23
Properties=species:S:1:pos:R:3:nbo_charge:R:1
C 1.374 2.085 1.232 -0.42
C 0.642 2.419 0.206 -0.16
C 0.093 1.429 -0.828 -0.47
C 0.146 -0.077 -0.586 -0.04
C 0.037 -0.811 -1.959 -0.60
N -0.776 -0.760 0.325 -0.66
C -0.928 -0.273 1.705 -0.42
H 1.898 2.807 1.849 0.20
H 1.541 1.052 1.504 0.19
H 0.338 3.424 -0.073 0.20
H 0.747 1.629 -1.690 0.22
H -0.885 1.735 -1.205 0.21
H 1.144 -0.321 -0.210 0.19
H -0.950 -0.621 -2.373 0.20
H 0.241 -1.864 -1.786 0.22
H 0.849 -0.411 -2.548 0.21
H -1.694 -0.880 -0.072 0.36
H -0.119 -0.652 2.331 0.19
H -0.836 0.817 1.729 0.19
H -1.912 -0.513 2.090 0.20
O -0.070 -3.685 0.295 -0.96
H -0.294 -2.794 0.608 0.49
H -0.585 -3.738 -0.543 0.46
```

---

Record 3
C6H15NO | ωB97M-V/def2-TZVPD

Calculated values
LUMO energy in eV: 0.62
E in eV: -9998.51365
Highest occupied orbital energy in Ha: -0.280
Frontier orbital gap in eV: 8.245
Energy above the lowest of the compared OMol25 structures with the same formula, charge and spin in kJ/mol: 505.9
M in u: 117.19

XYZ file:
```
23
Properties=species:S:1:pos:R:3:nbo_charge:R:1
C 0.146 1.190 2.215 -0.61
C -0.286 -0.136 1.563 -0.41
N -0.951 1.101 -1.168 -0.97
C 0.028 0.090 -1.130 0.31
C 0.494 -0.382 0.238 -0.10
C 1.883 -1.002 0.234 -0.64
C 0.603 -0.678 -2.392 -0.72
H -0.214 2.157 1.710 0.23
H -0.102 1.170 3.289 0.21
H 1.273 1.177 2.172 0.19
H -1.307 -0.306 1.293 0.26
H -0.007 -0.956 2.290 0.20
H -0.284 -0.990 -0.443 0.27
H -0.541 1.936 -1.743 0.38
H 2.614 -0.449 -0.427 0.22
H 1.780 -2.025 -0.040 0.23
H 2.372 -0.955 1.235 0.24
H 1.551 -0.256 -2.912 0.24
H -0.180 -0.594 -3.200 0.25
H 0.822 -1.789 -2.330 0.23
H -2.582 0.525 -0.540 0.50
H -3.918 0.895 -0.094 0.46
O -3.195 0.275 0.180 -0.98
```

---

Record 4
C6H15NO | ωB97M-V/def2-TZVPD

Calculated values
LUMO energy in eV: 1.07
E in eV: -10001.34928
Highest occupied orbital energy in Ha: -0.299
SMILES: CCCNC[C@@H](C)O
Frontier orbital gap in eV: 9.203
Energy above the lowest of the compared OMol25 structures with the same formula, charge and spin in kJ/mol: 232.3
M in u: 117.19

XYZ file:
```
23
Properties=species:S:1:pos:R:3:nbo_charge:R:1
C -0.193 2.613 -2.294 -0.62
C -0.550 1.171 -2.032 -0.43
C -1.030 1.061 -0.526 -0.22
N -0.085 0.444 0.337 -0.66
C -0.213 -1.004 0.512 -0.22
C 1.049 -1.517 1.267 0.09
C 0.620 -1.697 2.740 -0.64
O 1.499 -2.756 0.745 -0.71
H 0.656 2.998 -1.761 0.21
H 0.162 2.796 -3.317 0.20
H -1.122 3.179 -2.301 0.21
H -1.384 0.890 -2.683 0.19
H 0.231 0.508 -2.404 0.21
H -2.063 0.665 -0.611 0.20
H -1.220 2.076 -0.147 0.19
H 0.849 0.791 0.420 0.37
H -1.221 -1.198 0.917 0.18
H -0.256 -1.434 -0.497 0.17
H 1.858 -0.829 1.073 0.18
H -0.364 -1.243 2.917 0.22
H 0.583 -2.757 3.005 0.21
H 1.222 -1.285 3.552 0.22
H 0.974 -3.472 1.088 0.46
```

---

Record 5
C6H15NO | ωB97M-V/def2-TZVPD

Calculated values
LUMO energy (alpha / beta) in eV: -5.92 / -6.93
E in eV: -9991.31959
Highest occupied orbital energy (alpha / beta) in Ha: -0.486 / -0.486
Frontier orbital gap (alpha / beta) in eV: 7.306 / 6.294
Multiplicity: 2
Charge: +1
Energy above the lowest of the compared OMol25 structures with the same formula, charge and spin in kJ/mol: 378.2
M in u: 117.19

XYZ file:
```
23
Properties=species:S:1:pos:R:3:nbo_charge:R:1
C 1.120 0.789 -1.019 -0.42
C 1.386 1.390 0.347 -0.06
O 1.662 2.754 0.194 -0.71
C -0.189 1.263 -1.693 -0.61
N -1.351 -0.610 0.979 -0.08
C -2.391 -1.708 0.836 -0.51
C -0.442 -1.571 0.887 0.34
C 0.062 -2.356 -0.299 -0.70
H 1.134 -0.296 -0.971 0.16
H 2.005 1.030 -1.613 0.23
H 2.202 0.853 0.844 0.16
H 0.518 1.228 1.000 0.14
H 2.325 3.030 0.844 0.49
H -0.002 1.632 -2.693 0.24
H -0.925 0.459 -1.722 0.17
H -0.583 2.081 -1.094 0.23
H -3.234 -1.406 1.456 0.30
H -2.698 -1.622 -0.212 0.28
H -2.145 -2.750 1.060 0.25
H -0.022 -1.953 1.830 0.26
H 1.149 -2.305 -0.290 0.30
H -0.390 -1.888 -1.170 0.26
H -0.262 -3.391 -0.213 0.29
```

---

Record 6
C6H15NO2 | ωB97M-V/def2-TZVPD

Calculated values
LUMO energy in eV: 0.84
E in eV: -12048.14892
Highest occupied orbital energy in Ha: -0.287
SMILES: CC(C)=C(C)O.CON
Frontier orbital gap in eV: 8.639
Energy above the lowest of the compared OMol25 structures with the same formula, charge and spin in kJ/mol: 314.8
M in u: 133.19

XYZ file:
```
24
Properties=species:S:1:pos:R:3:nbo_charge:R:1
C 1.740 0.311 -0.102 -0.64
C 0.945 -0.333 1.008 -0.13
C 1.498 -0.122 2.389 -0.62
C -0.161 -1.043 0.780 0.33
C -0.958 -1.754 1.838 -0.67
O -0.713 -1.220 -0.460 -0.73
H 1.777 -0.323 -0.987 0.21
H 1.318 1.275 -0.390 0.21
H 2.760 0.482 0.233 0.21
H 2.389 -0.732 2.541 0.21
H 1.786 0.922 2.515 0.21
H 0.775 -0.373 3.158 0.21
H -1.715 -2.356 1.344 0.23
H -0.325 -2.403 2.439 0.22
H -1.455 -1.044 2.497 0.22
H -0.295 -0.640 -1.118 0.50
C -1.858 1.638 -1.582 -0.25
O -1.090 1.621 -2.767 -0.42
N -0.231 0.473 -2.803 -0.55
H -2.462 0.731 -1.490 0.18
H -1.225 1.742 -0.697 0.17
H -2.504 2.508 -1.681 0.19
H -0.642 -0.175 -3.476 0.35
H 0.646 0.814 -3.189 0.36
```

---

Record 7
C6H15NO2 | ωB97M-V/def2-TZVPD

Calculated values
LUMO energy in eV: 0.52
E in eV: -12050.14730
Highest occupied orbital energy in Ha: -0.336
SMILES: CCN(CC)C(C)=O.O
Frontier orbital gap in eV: 9.665
Energy above the lowest of the compared OMol25 structures with the same formula, charge and spin in kJ/mol: 122.0
M in u: 133.19

XYZ file:
```
24
Properties=species:S:1:pos:R:3:nbo_charge:R:1
C -0.410 -1.491 -0.764 -0.62
C -0.595 0.088 -0.788 -0.21
N 0.378 0.820 -0.004 -0.47
C -0.224 1.501 1.174 -0.20
C -0.938 2.737 0.661 -0.63
C 1.619 1.141 -0.417 0.68
C 2.378 0.121 -1.264 -0.71
O 2.217 2.153 -0.031 -0.63
H -1.320 -1.966 -1.168 0.21
H -0.238 -1.871 0.257 0.20
H 0.447 -1.779 -1.396 0.21
H -0.473 0.373 -1.851 0.20
H -1.653 0.262 -0.512 0.22
H -0.926 0.786 1.645 0.19
H 0.515 1.801 1.942 0.23
H -1.881 2.640 0.097 0.21
H -0.201 3.258 0.029 0.23
H -1.127 3.349 1.559 0.21
H 3.408 0.460 -1.466 0.24
H 1.899 -0.140 -2.223 0.22
H 2.423 -0.785 -0.636 0.23
O -2.098 -4.687 1.819 -0.94
H -1.696 -4.594 0.925 0.47
H -1.501 -4.178 2.413 0.47
```

---

Record 8
C6H15NO3 | ωB97M-V/def2-TZVPD

Calculated values
LUMO energy in eV: 0.43
E in eV: -14096.53616
Highest occupied orbital energy in Ha: -0.350
SMILES: CC(=O)[C@@](C)(N)O.C=C.O
Frontier orbital gap in eV: 9.950
Energy above the lowest of the compared OMol25 structures with the same formula, charge and spin in kJ/mol: 215.4
M in u: 149.19

XYZ file:
```
25
Properties=species:S:1:pos:R:3:nbo_charge:R:1
C -1.356 -1.511 -1.124 -0.75
C -0.289 -0.893 -0.258 0.66
O 0.003 -1.389 0.836 -0.62
C 0.814 -0.132 -1.052 0.27
C 1.677 0.723 -0.126 -0.63
N 1.568 -1.169 -1.755 -0.86
O 0.248 0.722 -2.023 -0.72
H -0.895 -2.148 -1.879 0.26
H -2.031 -2.108 -0.514 0.24
H -1.906 -0.729 -1.644 0.24
H 2.135 0.095 0.635 0.22
H 2.454 1.208 -0.712 0.21
H 1.088 1.500 0.345 0.23
H 2.426 -0.779 -2.133 0.37
H 1.807 -1.928 -1.125 0.38
H 0.038 0.181 -2.794 0.48
C -1.771 1.124 0.550 -0.50
C -1.316 1.652 1.701 -0.28
H -2.626 0.462 0.579 0.20
H -1.573 1.623 -0.387 0.22
H -1.754 1.408 2.655 0.20
H -0.612 2.470 1.706 0.19
O 0.368 0.104 3.041 -0.97
H 0.183 -0.527 2.285 0.50
H 1.319 0.040 3.192 0.46
```

---

Record 9
C6H15NO4 | ωB97M-V/def2-TZVPD

Calculated values
LUMO energy in eV: 0.51
E in eV: -16143.34218
Highest occupied orbital energy in Ha: -0.291
SMILES: C=Cc1ccc[nH]1.O.O.O.O
Frontier orbital gap in eV: 8.427
Energy above the lowest of the compared OMol25 structures with the same formula, charge and spin in kJ/mol: 137.9
M in u: 165.19

XYZ file:
```
26
Properties=species:S:1:pos:R:3:nbo_charge:R:1
C -1.627 -1.194 -1.138 -0.40
C -1.038 -0.539 -0.123 -0.23
C -0.087 0.618 -0.258 0.08
C 0.185 1.646 0.651 -0.27
C 0.934 2.704 0.013 -0.30
C 1.149 2.249 -1.304 -0.04
N 0.491 1.030 -1.464 -0.51
H -1.120 -1.202 -2.032 0.17
H -2.502 -1.941 -0.990 0.21
H -1.485 -0.680 0.805 0.23
H 0.018 1.691 1.665 0.19
H 1.331 3.485 0.603 0.22
H 1.816 2.593 -2.000 0.21
H 0.183 0.628 -2.330 0.42
O 1.402 -1.334 -3.584 -0.95
H 1.767 -1.531 -2.744 0.49
H 0.627 -1.886 -3.720 0.47
O 1.247 -2.294 0.004 -0.98
H 1.607 -3.166 0.236 0.49
H 0.367 -2.095 0.039 0.49
O -0.395 -1.746 2.975 -0.93
H -1.093 -1.914 3.674 0.47
H -0.142 -0.872 3.188 0.47
O -2.049 0.873 3.187 -0.93
H -2.201 1.407 2.480 0.47
H -1.343 1.361 3.677 0.46
```

---

Record 10
C6H15NOSi | ωB97M-V/def2-TZVPD

Calculated values
LUMO energy (alpha / beta) in eV: -0.38 / -0.73
E in eV: -17874.80534
Highest occupied orbital energy (alpha / beta) in Ha: -0.293 / -0.320
Frontier orbital gap (alpha / beta) in eV: 7.589 / 7.982
Energy above the lowest of the compared OMol25 structures with the same formula, charge and spin in kJ/mol: 652.6
M in u: 145.28

XYZ file:
```
24
Properties=species:S:1:pos:R:3:nbo_charge:R:1
C 2.351 -2.162 0.318 -0.59
C -1.567 1.706 1.398 -1.08
C -2.282 -0.777 -0.355 -1.14
C -0.712 1.358 -1.533 -1.08
C 1.515 -1.042 -0.221 -0.49
C 0.543 -0.542 0.705 -0.53
N 1.686 1.893 0.200 0.20
O 2.525 1.276 -0.338 -0.21
Si -0.911 0.443 0.141 1.56
H 1.886 -3.055 0.391 0.20
H 2.490 -1.998 1.305 0.20
H 3.261 -2.357 -0.104 0.20
H -1.850 1.272 2.375 0.24
H -0.859 2.503 1.590 0.23
H -2.445 2.060 1.081 0.23
H -2.030 -1.590 -0.993 0.24
H -2.772 -1.440 0.327 0.24
H -3.203 -0.393 -0.751 0.23
H -0.138 2.276 -1.466 0.22
H -0.172 0.792 -2.195 0.22
H -1.838 1.587 -1.851 0.24
H 1.260 -1.352 -1.164 0.21
H 2.313 -0.143 -0.464 0.27
H 0.950 -0.315 1.602 0.19
```

---

Record 11
C6H15NS | ωB97M-V/def2-TZVPD

Calculated values
LUMO energy in eV: -2.27
E in eV: -18783.47510
Highest occupied orbital energy in Ha: -0.281
Frontier orbital gap in eV: 5.377
Energy above the lowest of the compared OMol25 structures with the same formula, charge and spin in kJ/mol: 686.4
M in u: 133.26

XYZ file:
```
23
Properties=species:S:1:pos:R:3:nbo_charge:R:1
C -0.907 1.459 0.402 -0.17
C -2.122 0.616 0.545 -0.63
S -1.869 -1.101 -0.047 -0.28
C 0.511 1.039 0.892 -0.26
N 1.326 0.775 -0.331 -0.45
C 0.895 -0.440 -1.066 -0.30
C 1.137 -1.783 -0.356 -0.65
C 2.696 0.553 0.111 -0.43
H -0.674 1.383 -0.792 0.01
H -0.925 2.579 0.616 0.23
H -3.076 1.017 0.198 0.25
H -2.465 0.502 1.557 0.30
H -0.941 1.301 -1.703 0.27
H 0.531 0.317 1.773 0.22
H 0.877 2.011 1.288 0.20
H 1.524 -0.514 -1.965 0.20
H -0.198 -0.371 -1.279 0.24
H 0.360 -2.482 -0.740 0.23
H 0.941 -1.678 0.784 0.21
H 2.061 -2.372 -0.561 0.21
H 2.778 0.050 1.100 0.19
H 3.267 1.521 0.312 0.19
H 3.299 0.265 -0.683 0.21
```

---

Record 12
C6H15NS | ωB97M-V/def2-TZVPD

Calculated values
LUMO energy (alpha / beta) in eV: -5.75 / -7.95
E in eV: -18778.69741
Highest occupied orbital energy (alpha / beta) in Ha: -0.489 / -0.488
Frontier orbital gap (alpha / beta) in eV: 7.546 / 5.321
Multiplicity: 2
Charge: +1
Energy above the lowest of the compared OMol25 structures with the same formula, charge and spin in kJ/mol: 324.0
M in u: 133.26

XYZ file:
```
23
Properties=species:S:1:pos:R:3:nbo_charge:R:1
C 1.912 1.463 -0.399 -0.44
C 2.783 0.311 -0.535 -0.58
S 2.672 -0.790 0.878 0.55
C 0.521 1.181 0.235 -0.21
N -0.208 0.255 -0.624 -0.65
C -2.782 -0.286 -0.500 -0.64
C -1.429 -0.219 0.205 -0.02
C -1.146 -1.644 0.826 -0.64
H 2.434 2.085 0.271 0.23
H 1.704 1.875 -1.447 0.25
H 3.867 0.526 -0.442 0.26
H 2.642 -0.215 -1.503 0.28
H 1.049 -1.878 0.563 0.28
H 0.675 0.675 1.294 0.18
H -0.050 2.085 0.485 0.22
H -0.554 0.702 -1.419 0.37
H -2.907 0.724 -0.797 0.22
H -2.877 -0.953 -1.401 0.23
H -3.579 -0.686 0.109 0.24
H -1.418 0.578 1.049 0.19
H -2.095 -1.940 1.308 0.26
H -0.463 -1.469 1.672 0.21
H -0.751 -2.380 0.173 0.22
```

---

Which of these has the highest M? C6H15NO4

---

Please write out number 8 again, unchanged.
C6H15NO3 | ωB97M-V/def2-TZVPD

Calculated values
LUMO energy in eV: 0.43
E in eV: -14096.53616
Highest occupied orbital energy in Ha: -0.350
SMILES: CC(=O)[C@@](C)(N)O.C=C.O
Frontier orbital gap in eV: 9.950
Energy above the lowest of the compared OMol25 structures with the same formula, charge and spin in kJ/mol: 215.4
M in u: 149.19

XYZ file:
```
25
Properties=species:S:1:pos:R:3:nbo_charge:R:1
C -1.356 -1.511 -1.124 -0.75
C -0.289 -0.893 -0.258 0.66
O 0.003 -1.389 0.836 -0.62
C 0.814 -0.132 -1.052 0.27
C 1.677 0.723 -0.126 -0.63
N 1.568 -1.169 -1.755 -0.86
O 0.248 0.722 -2.023 -0.72
H -0.895 -2.148 -1.879 0.26
H -2.031 -2.108 -0.514 0.24
H -1.906 -0.729 -1.644 0.24
H 2.135 0.095 0.635 0.22
H 2.454 1.208 -0.712 0.21
H 1.088 1.500 0.345 0.23
H 2.426 -0.779 -2.133 0.37
H 1.807 -1.928 -1.125 0.38
H 0.038 0.181 -2.794 0.48
C -1.771 1.124 0.550 -0.50
C -1.316 1.652 1.701 -0.28
H -2.626 0.462 0.579 0.20
H -1.573 1.623 -0.387 0.22
H -1.754 1.408 2.655 0.20
H -0.612 2.470 1.706 0.19
O 0.368 0.104 3.041 -0.97
H 0.183 -0.527 2.285 0.50
H 1.319 0.040 3.192 0.46
```

---

Which value of E does entry 3 give? -9998.51365 eV